Entry 1:
C26H27FN4O7STi | the ωB97M-V functional and the def2-TZVPD basis

```
67
C26H27FN4O7STi | the Open Molecules 2025 dataset | the ωB97M-V functional and the def2-TZVPD basis
Ti 0.4179 0.0022 0.9568
F -5.5435 -3.0470 1.9096
C -5.1592 -1.8488 2.3775
C -3.9073 -1.4145 2.0684
C -3.4721 -0.1539 2.4988
C -2.1758 0.3349 2.1189
O -1.4155 -0.4228 1.3907
C -1.8205 1.6160 2.5721
C -2.6938 2.3157 3.3721
N -3.9082 1.8816 3.7053
C -4.7532 2.7024 4.5612
C -5.9672 3.3609 3.9708
C -4.7773 4.1845 4.3595
C -4.3398 0.6350 3.2728
C -5.6099 0.1506 3.6003
C -6.0632 -1.0795 3.1446
N -7.3573 -1.5082 3.4573
C -8.4813 -0.5899 3.3224
C -9.3800 -0.7321 4.5545
N -9.3076 -2.1601 5.0318
C -9.1521 -3.1059 3.8814
C -7.7707 -2.8978 3.2476
C -0.5304 2.3065 2.1996
O -0.1292 3.2433 2.8269
O 0.0521 1.8052 1.1135
H -3.2574 -2.0285 1.4604
H -2.3893 3.2827 3.7502
H -4.8069 2.3222 5.5735
H -6.8603 3.4164 4.5775
H -6.1360 3.2228 2.9107
H -4.8313 4.7984 5.2461
H -4.1905 4.6077 3.5563
H -6.2504 0.7542 4.2253
H -9.0439 -0.8094 2.4083
H -8.1403 0.4374 3.2409
H -10.4182 -0.5011 4.3241
H -9.0474 -0.0996 5.3749
H -10.1373 -2.3930 5.5795
H -8.5004 -2.2633 5.6492
H -9.9615 -2.8915 3.1862
H -9.2674 -4.1276 4.2353
H -7.8431 -3.1725 2.1928
H -7.0409 -3.5572 3.7153
C -1.2949 -3.8066 7.3000
C -0.6113 -3.1987 6.1102
C -0.6749 -3.8118 4.8607
C 0.0117 -3.2947 3.7742
C 0.7605 -2.1414 3.9487
C 0.8355 -1.4998 5.1791
C 0.1409 -2.0302 6.2490
S 1.7707 -1.5579 2.6358
O 3.1411 -1.8716 2.8233
O 1.4619 -0.0468 2.5948
N 1.0669 -1.9853 1.2880
C 1.8573 -2.4781 0.1570
C 1.3886 -1.6809 -1.0554
O 1.3178 -2.0645 -2.1712
O 0.9921 -0.4130 -0.6801
H -2.0810 -4.4979 7.0013
H -1.7205 -3.0456 7.9528
H -0.5667 -4.3682 7.8887
H -1.2504 -4.7211 4.7414
H -0.0252 -3.7776 2.8072
H 1.4385 -0.6077 5.2954
H 0.1997 -1.5460 7.2154
H 1.7121 -3.5395 -0.0297
H 2.9284 -2.2937 0.2897
```

Gap between HOMO and LUMO in eV: 7.82
Charge: +2
HOMO in eV: -14.07
LUMO in eV: -6.25
Calculated total energy in a.u.: -3099.8021

These are the Mulliken partial charges, in e, on atoms 1 to 8:
1 Ti 0.95
2 F -0.33
3 C 0.25
4 C -0.53
5 C 0.90
6 C 1.87
7 O -1.00
8 C -0.37

=====

Entry 2:
C26H27IN8O5STi | the ωB97M-V functional and the def2-TZVPD basis

```
69
C26H27IN8O5STi | the Open Molecules 2025 dataset | the ωB97M-V functional and the def2-TZVPD basis
Ti 0.7201 0.7619 0.3095
C -2.3054 1.1065 -0.7188
N -1.0635 1.8738 -0.4979
C -1.3716 2.9670 0.4452
C -1.1937 2.5034 1.8695
C -1.8568 3.0865 2.9464
C -1.5632 2.6520 4.2311
C -0.6286 1.6357 4.3934
C -0.0154 1.1019 3.2708
N -0.2920 1.5292 2.0326
C -0.5656 2.4072 -1.7792
C 0.3096 1.4169 -2.5005
C 0.3371 1.3390 -3.8861
C 1.2087 0.4504 -4.4982
C 2.0320 -0.3262 -3.6991
C 1.9479 -0.1928 -2.3225
N 1.1083 0.6613 -1.7340
C -2.0824 -0.2413 -1.3540
C -3.0942 -0.9082 -2.0350
C -2.8289 -2.1756 -2.5295
C -1.5642 -2.7210 -2.3545
C -0.6204 -1.9726 -1.6747
N -0.8754 -0.7660 -1.1789
H -3.0055 1.6906 -1.3349
H -2.7818 0.9345 0.2538
H -2.3863 3.3578 0.2829
H -0.6680 3.7992 0.3000
H -2.5775 3.8739 2.7819
H -2.0385 3.1059 5.0886
H -0.3656 1.2778 5.3774
H 0.7335 0.3197 3.3538
H 0.0703 3.2800 -1.5800
H -1.3976 2.7293 -2.4199
H -0.3067 1.9695 -4.4790
H 1.2484 0.3750 -5.5728
H 2.7230 -1.0273 -4.1361
H 2.5813 -0.7660 -1.6527
H -4.0617 -0.4523 -2.1772
H -3.5910 -2.7261 -3.0548
H -1.3161 -3.6990 -2.7363
H 0.3890 -2.3352 -1.5175
N 3.4126 -1.2623 0.2948
N 4.6499 -0.6688 0.5817
C 5.0148 0.5426 0.1596
N 6.2521 0.9613 0.3964
S 3.9550 1.5769 -0.6985
H 2.8380 -1.3723 1.1427
H 3.5844 -2.2034 -0.0628
H 5.3156 -1.2019 1.1386
H 6.9615 0.3888 0.8312
H 6.5179 1.8807 0.0774
I -5.6139 -4.0302 0.8643
C -3.6307 -3.3973 1.1891
C -3.3892 -2.0644 1.5076
C -2.0903 -1.6258 1.6593
C -1.0276 -2.5193 1.5082
C -1.2790 -3.8614 1.2313
C -2.5806 -4.2963 1.0632
C 0.3616 -1.9953 1.4814
O 1.3606 -2.6068 1.7957
O 0.4334 -0.7751 0.9915
H -4.2211 -1.3854 1.6228
H -1.8834 -0.5935 1.9293
H -0.4476 -4.5451 1.1396
H -2.7798 -5.3271 0.8179
O 2.2733 0.9468 1.3164
N 2.4546 2.1331 0.8805
O 3.0671 2.9288 1.5157
O 1.5010 2.4753 0.1154
```

Gap between HOMO and LUMO in eV: 6.60
Charge: +2
HOMO in eV: -13.36
LUMO in eV: -6.76
Calculated total energy in a.u.: -3366.0544
Energy above the lowest of the compared OMol25 structures with the same formula, charge and spin in eV: 2.575

These are the Mulliken partial charges, in e, on atoms 1 to 8:
1 Ti -0.11
2 C -1.48
3 N 0.47
4 C -1.22
5 C 0.86
6 C -1.22
7 C -0.46
8 C -1.06